(1)
# C3H4Cl8

A cluster of 3 separate species, C3H4Cl8 in total at a distorted geometry (the ωB97M-V functional and the def2-TZVPD basis, the Open Molecules 2025 dataset).

```
! wB97M-V def2-TZVPD RIJCOSX def2/J DEFGRID3
* xyz 1 2
C -0.8520 -2.5376 0.4585
Cl -1.4346 -1.2275 1.5712
Cl 0.7821 -2.9657 0.8487
Cl -1.0189 -1.9785 -1.1838
H -1.5025 -3.4089 0.5347
C -1.5179 2.3880 0.4492
Cl -2.9097 1.8485 1.3557
Cl -1.0043 3.9039 1.1240
Cl -2.0146 2.4693 -1.2428
H -0.6690 1.7184 0.5876
C 2.5065 -0.0499 -0.7584
Cl 1.4401 1.3582 -1.1445
Cl 2.5444 -1.1944 -2.1679
H 3.5141 0.2951 -0.5264
H 2.1361 -0.6189 0.0943
*
```

Output
- F_max: 1.18 eV/A
- Orbital gap (spin up / spin down): 10.22 / 2.97 eV
- LUMO energy (spin up / spin down): -3.70 / -10.93 eV
- E_tot: -3797.82427 a.u.

---

(2)
# C3H4ClFO

A cluster of 2 separate species, C3H4ClFO in total at a distorted geometry (the ωB97M-V functional and the def2-TZVPD basis, the Open Molecules 2025 dataset).

```
! wB97M-V def2-TZVPD RIJCOSX def2/J DEFGRID3
* xyz 0 1
C 0.3610 -0.3153 -0.5223
C 1.0115 -0.4410 0.7727
C -0.6284 0.8038 -0.8901
O 0.4222 -1.1076 -1.4123
F -0.8683 1.8939 -0.2450
Cl -2.5064 -0.3709 0.5442
H 1.5753 0.5207 0.9219
H 0.2275 -0.4804 1.6479
H 1.7439 -1.2176 0.9006
H -1.3384 0.7146 -1.7176
*
```

Output
- F_max: 4.26 eV/A
- Orbital gap (spin up / spin down): 7.49 / 7.47 eV
- LUMO energy (spin up / spin down): -2.53 / -2.55 eV
- Energy above the lowest of the compared OMol25 structures with the same formula, charge and spin: 2.3577 eV
- E_tot: -751.90432 a.u.